This record from OMol25 describes a structure of composition C10H16Cl4OOs in a non-equilibrium geometry. The level of theory is ωB97M-V with the def2-TZVPD basis set.

Results
**Orbital gap (alpha / beta)**: 2.847 / 5.412 eV
**M**: 484.279 Da
**Multiplicity**: 5
**DFT total energy**: -2397.237882 Eh
**Charge**: -2
**HOMO energy (alpha / beta)**: 2.321 / -0.371 eV

Geometry (Å):
C (1.063, 0.498, 0.125)
C (0.104, 1.313, -0.558)
C (-0.929, 0.474, -1.073)
C (0.253, 2.768, -0.871)
C (-0.606, -0.880, -0.744)
C (0.677, -0.887, -0.060)
C (1.428, -2.088, 0.229)
C (2.358, 0.996, 0.672)
C (-2.049, 0.907, -1.960)
C (-1.316, -2.102, -1.227)
Os (-0.846, 0.194, 1.093)
Cl (-1.555, 2.511, 1.683)
Cl (0.234, 0.692, 3.121)
Cl (-3.230, 0.090, 0.923)
H (0.832, 3.254, -0.087)
H (-0.729, 3.237, -0.921)
H (0.764, 2.917, -1.829)
H (-2.514, 1.803, -1.545)
H (-2.800, 0.119, -2.034)
H (-1.662, 1.136, -2.959)
H (-2.392, -1.917, -1.219)
H (-1.104, -2.950, -0.575)
H (-1.011, -2.361, -2.250)
H (0.798, -2.958, 0.347)
H (1.941, -1.965, 1.688)
H (2.334, -2.215, -0.382)
H (2.205, 1.932, 1.208)
H (3.089, 1.167, -0.122)
H (2.755, 0.266, 1.373)
O (1.481, -1.761, 2.565)
H (1.868, -2.315, 3.263)
Cl (-1.440, -1.877, 2.126)

This record from OMol25 describes a cluster of 2 separate species, C7H7N in total in a non-equilibrium geometry. The level of theory is ωB97M-V with the def2-TZVPD basis set.

Results
**Orbital gap (alpha / beta)**: 8.672 / 6.736 eV
**M**: 105.140 Da
**Multiplicity**: 3
**DFT total energy**: -325.407301 Eh
**HOMO energy (alpha / beta)**: -7.709 / -8.137 eV

Geometry (Å):
C (-2.372, 0.857, 0.286)
C (2.353, -1.391, -0.036)
C (0.993, -1.860, 0.083)
C (2.258, -0.017, -0.204)
C (0.286, -0.732, 0.037)
C (-2.350, 2.108, -0.008)
C (-2.337, -0.401, 0.315)
N (0.958, 0.371, -0.178)
H (3.113, -2.077, -0.003)
H (0.812, -2.872, 0.227)
H (2.960, 0.803, -0.411)
H (-2.065, 2.515, -0.929)
H (-2.692, 2.966, 0.483)
H (-2.387, -1.449, 0.211)
H (0.469, 1.178, 0.127)

This record from OMol25 describes a structure of composition C20H17F5N2OPd. The level of theory is ωB97M-V with the def2-TZVPD basis set.

Results
**Orbital gap**: 6.557 eV
**M**: 502.779 Da
**DFT total energy**: -1583.702493 Eh
**Charge**: +2
**HOMO energy**: -15.198 eV

Geometry (Å):
Pd (-0.308, -0.111, -0.247)
F (0.589, 1.918, 4.600)
C (-0.138, 1.115, 3.840)
C (0.180, 1.033, 2.488)
C (-0.574, 0.181, 1.719)
C (-1.659, -0.544, 2.226)
C (-1.922, -0.409, 3.589)
F (-2.936, -1.084, 4.120)
C (-1.176, 0.406, 4.412)
C (-2.430, -1.323, 1.265)
C (-3.509, -2.158, 1.512)
C (-4.104, -2.833, 0.459)
C (-3.613, -2.681, -0.831)
C (-2.537, -1.846, -1.028)
N (-1.969, -1.186, -0.004)
H (0.995, 1.632, 2.108)
H (-1.408, 0.495, 5.465)
H (-3.873, -2.279, 2.519)
H (-4.947, -3.483, 0.649)
H (-4.052, -3.197, -1.672)
H (-2.098, -1.700, -2.002)
O (-0.192, -0.471, -2.459)
C (1.106, -0.558, -3.130)
C (1.686, 0.794, -3.484)
C (1.797, 1.812, -2.339)
C (2.449, 1.221, -1.132)
C (3.823, 1.329, -0.960)
C (4.466, 0.651, 0.056)
C (3.712, -0.161, 0.891)
C (2.352, -0.206, 0.703)
N (1.708, 0.488, -0.271)
H (-0.795, 0.008, -3.043)
H (0.973, -1.154, -4.032)
H (1.738, -1.122, -2.446)
H (1.116, 1.248, -4.298)
H (2.679, 0.590, -3.894)
H (0.826, 2.213, -2.078)
H (2.386, 2.657, -2.692)
H (4.380, 1.945, -1.653)
H (5.536, 0.738, 0.186)
H (4.159, -0.738, 1.687)
H (1.745, -0.811, 1.363)
F (-0.836, 2.590, 0.229)
C (-1.378, 1.634, -0.472)
F (-2.628, 1.436, -0.158)
F (-1.317, 1.925, -1.760)

This record from OMol25 describes a cluster of 2 separate species, C2H5N3O2S in total in a non-equilibrium geometry. The level of theory is ωB97M-V with the def2-TZVPD basis set.

Results
**Orbital gap**: 8.558 eV
**M**: 135.148 Da
**DFT total energy**: -791.834680 Eh
**HOMO energy**: -9.143 eV

Geometry (Å):
C (-1.156, 0.578, -0.546)
C (1.257, -0.279, 1.881)
H (-3.638, 0.625, -2.798)
H (-1.679, 1.370, 0.130)
H (0.363, -0.656, -0.731)
H (1.019, -0.316, 2.995)
H (3.192, -1.893, 0.291)
N (-1.527, 0.517, -1.836)
N (0.132, 0.185, -0.131)
N (2.344, -0.819, 1.499)
O (-0.115, -0.280, 1.311)
O (2.445, -1.079, 0.108)
S (-2.636, 2.046, -2.173)

This record from OMol25 describes a structure of composition C37H58Cl5F3MoN3SSi4Te in a non-equilibrium geometry. The level of theory is ωB97M-V with the def2-TZVPD basis set.

Results
**Orbital gap (alpha / beta)**: 5.885 / 6.259 eV
**M**: 1147.102 Da
**Multiplicity**: 3
**DFT total energy**: -6101.720077 Eh
**Charge**: +1
**HOMO energy (alpha / beta)**: -9.546 / -9.770 eV

Geometry (Å):
Mo (12.027, 16.692, 8.831)
Cl (14.180, 15.330, 10.084)
C (13.860, 14.375, 8.699)
C (12.898, 14.927, 7.840)
C (12.656, 14.215, 6.689)
Cl (11.657, 15.001, 5.517)
C (13.201, 12.929, 6.503)
Cl (12.698, 12.110, 5.096)
C (14.093, 12.347, 7.402)
Cl (14.678, 10.757, 7.156)
C (14.442, 13.111, 8.541)
Cl (15.442, 12.441, 9.712)
C (12.235, 17.684, 10.681)
C (10.896, 18.224, 10.391)
C (9.691, 17.707, 10.893)
C (8.451, 18.244, 10.621)
C (8.373, 19.396, 9.824)
C (9.516, 20.012, 9.349)
C (10.802, 19.410, 9.650)
H (12.396, 17.005, 11.496)
H (12.979, 18.452, 10.709)
H (9.753, 16.858, 11.537)
H (7.579, 17.831, 10.997)
H (7.427, 19.859, 9.613)
H (9.444, 20.835, 8.674)
H (11.726, 19.834, 9.332)
C (8.793, 9.806, 9.604)
C (8.267, 10.572, 8.423)
C (9.375, 11.068, 7.401)
C (9.943, 12.474, 7.826)
N (10.881, 12.310, 8.970)
C (11.265, 13.197, 9.927)
S (10.555, 14.852, 9.936)
N (12.095, 12.786, 10.893)
C (12.293, 13.596, 12.096)
C (11.222, 13.298, 13.126)
C (11.446, 14.127, 14.353)
C (11.186, 15.625, 14.099)
H (7.990, 9.250, 10.110)
H (9.194, 10.357, 10.438)
H (9.571, 9.115, 9.314)
H (7.616, 11.397, 8.732)
H (7.559, 9.967, 7.890)
H (8.875, 11.201, 6.480)
H (10.223, 10.344, 7.290)
H (9.121, 13.075, 8.206)
H (10.500, 12.947, 7.011)
H (11.328, 11.381, 8.892)
H (12.250, 11.766, 10.912)
H (12.348, 14.640, 11.810)
H (13.329, 13.516, 12.575)
H (11.187, 12.230, 13.367)
H (10.314, 13.565, 12.576)
H (12.495, 14.023, 14.678)
H (10.957, 13.857, 15.310)
H (11.425, 16.002, 13.178)
H (11.748, 16.229, 14.849)
H (10.155, 15.923, 14.177)
F (6.070, 17.473, 5.486)
C (7.214, 17.900, 4.866)
F (7.411, 17.045, 3.830)
F (6.882, 19.086, 4.275)
C (8.423, 17.859, 5.808)
C (8.175, 17.218, 6.998)
C (9.277, 16.911, 7.734)
N (10.536, 17.272, 7.352)
C (10.744, 17.904, 6.248)
C (9.697, 18.254, 5.402)
H (7.242, 16.807, 7.349)
H (9.247, 16.222, 8.628)
H (11.798, 18.119, 5.972)
H (10.027, 18.866, 4.560)
C (18.532, 19.944, 10.757)
Si (17.076, 18.815, 10.389)
C (17.609, 17.431, 9.265)
C (16.370, 18.199, 12.035)
Si (15.298, 19.742, 9.089)
Te (13.949, 18.156, 7.614)
Si (14.129, 21.515, 10.162)
C (15.626, 22.396, 10.927)
C (13.080, 22.621, 9.106)
C (13.062, 20.939, 11.673)
Si (16.375, 20.879, 7.238)
C (17.401, 19.726, 6.194)
C (17.379, 22.349, 7.967)
C (15.068, 21.688, 6.176)
H (19.426, 19.436, 11.134)
H (18.174, 20.623, 11.644)
H (18.895, 20.642, 9.989)
H (18.475, 16.881, 9.476)
H (17.914, 17.847, 8.255)
H (16.776, 16.739, 9.039)
H (17.016, 17.410, 12.451)
H (15.411, 17.840, 11.834)
H (16.317, 19.036, 12.764)
H (16.497, 21.700, 10.784)
H (15.464, 22.428, 12.002)
H (15.855, 23.393, 10.631)
H (13.647, 23.019, 8.226)
H (12.888, 23.488, 9.684)
H (12.104, 22.169, 8.836)
H (12.081, 20.629, 11.342)
H (12.943, 21.717, 12.338)
H (13.607, 20.148, 12.138)
H (18.419, 19.540, 6.593)
H (17.538, 20.219, 5.236)
H (16.917, 18.850, 5.925)
H (18.161, 22.018, 8.650)
H (16.717, 22.891, 8.610)
H (17.826, 22.975, 7.219)
H (15.093, 22.704, 6.461)
H (14.037, 21.351, 6.323)
H (15.414, 21.647, 5.132)